Record 1
DFT (ωB97M-V/def2-TZVPD) results for a molecular structure, C11H7F6IrN4O6S3.

Calculated values
Total charge: 0
Lowest unoccupied orbital energy (spin up / spin down): -0.863 / -3.307 eV
E_HOMO (spin up / spin down): -8.337 / -8.707 eV
Multiplicity: 5
Orbital gap (spin up / spin down): 7.4742 / 5.4000 eV
⟨S²⟩: 6.03

Each line ends with the natural charge from an NBO analysis.
Atoms and positions in Å:
Ir: -0.14468 0.20887 1.68372  1.362
N: 2.27872 -3.08903 3.56792  -0.758
C: 1.71952 -2.11923 2.82682  0.356
S: -0.12038 -0.57573 3.97622  -0.111
N: 2.42262 -1.36213 2.06322  -0.345
N: 1.94292 -0.29153 1.43942  -0.324
C: 2.47352 0.00487 0.27132  0.168
C: 2.15772 1.12887 -0.52558  -0.226
C: 2.80582 1.26927 -1.76438  -0.135
C: 2.50982 2.29567 -2.62828  -0.240
C: 1.55682 3.25687 -2.26858  -0.142
C: 0.90472 3.17187 -1.06818  -0.291
C: 1.15592 2.10757 -0.15578  0.493
O: 0.49072 2.05817 0.93032  -0.693
H: 1.69592 -3.76783 4.02782  0.416
H: 3.27992 -3.19783 3.58932  0.414
H: 3.19592 -0.69923 -0.13488  0.206
H: 3.54302 0.53017 -2.03888  0.215
H: 2.99472 2.35147 -3.59128  0.223
H: 1.32242 4.06367 -2.94668  0.223
H: 0.15072 3.89017 -0.78068  0.232
F: 0.06032 0.18777 -3.31058  -0.313
C: -1.17068 0.52097 -2.90718  0.745
F: -1.99368 0.34467 -3.93138  -0.298
F: -1.15448 1.81727 -2.60998  -0.310
S: -1.62878 -0.50533 -1.39448  2.247
O: -0.43638 -0.38733 -0.57258  -1.003
O: -1.92798 -1.80663 -1.87718  -0.885
N: -2.85328 0.33417 -0.88648  -1.194
S: -3.41158 0.11367 0.56082  2.263
O: -4.50738 0.96037 0.85422  -0.873
O: -2.37238 0.03867 1.57502  -1.004
C: -4.03958 -1.65363 0.57572  0.731
F: -4.79538 -1.87343 1.64892  -0.303
F: -4.75298 -1.95313 -0.50268  -0.299
F: -2.98888 -2.46643 0.63522  -0.305
O: -0.56188 -2.89563 2.68862  -0.507
C: 0.19862 -2.01113 2.98122  0.265



Record 2
DFT (ωB97M-V/def2-TZVPD) results for 6 unconnected molecules or ions with the total composition C4H18O6.

Calculated values
Total charge: 0
Lowest unoccupied orbital energy: -0.088 eV
E_HOMO: -10.405 eV
Relative energy (zero: lowest compared OMol25 entry of this formula, charge and spin): 2.733 eV
Multiplicity: 1
Orbital gap: 10.3175 eV
SMILES: CCCC=O.O.O.O.O.O

Each line ends with the natural charge from an NBO analysis.
Atoms and positions in Å:
O: -0.29496 0.95143 -2.59136  -0.517
C: -1.05427 0.34225 -1.90251  0.443
C: -0.82986 0.16556 -0.36091  -0.535
C: -0.64337 1.49888 0.32575  -0.406
C: -2.00537 2.19443 0.11083  -0.628
H: -1.97639 0.08559 -2.32363  0.118
H: -1.60768 -0.26758 0.29518  0.225
H: -0.06845 -0.39611 -0.11013  0.207
H: -0.45639 1.27494 1.41479  0.229
H: 0.25258 2.06980 0.12797  0.220
H: -2.74344 1.92308 0.87350  0.212
H: -2.60164 1.97116 -0.73418  0.203
H: -1.85266 3.32205 0.23653  0.220
H: 1.62020 0.72391 -1.49677  0.472
H: 2.03084 1.80043 -2.56224  0.483
O: 2.32411 1.27201 -1.84623  -0.955
H: 1.63688 -2.58423 -1.01242  0.466
H: 0.36352 -2.11434 -1.50662  0.452
O: 1.12067 -2.74750 -1.81010  -0.915
H: -0.13273 -3.68509 1.29912  0.484
H: -1.14647 -2.76533 0.74424  0.472
O: -0.29208 -2.77852 1.03829  -0.944
H: 2.32973 0.12299 1.97063  0.450
H: 2.84624 0.89974 0.86486  0.466
O: 3.09624 0.36255 1.51762  -0.913
H: 0.62297 -0.91595 2.08267  0.453
H: -0.44990 -1.82162 2.69218  0.490
O: -0.08834 -0.90455 2.66292  -0.951



Record 3
DFT (ωB97M-V/def2-TZVPD) results for a molecular structure, C52H75BCrN9O4S2.

Calculated values
Total charge: +1
Lowest unoccupied orbital energy (spin up / spin down): -2.191 / -2.208 eV
E_HOMO (spin up / spin down): -9.727 / -10.566 eV
Relative energy (zero: lowest compared OMol25 entry of this formula, charge and spin): 0.000 eV
Multiplicity: 5
Orbital gap (spin up / spin down): 7.5359 / 8.3579 eV
⟨S²⟩: 6.01

Each line ends with the Löwdin charge.
Atoms and positions in Å:
Cr: 0.51285 -0.12090 0.04109  0.697
C: 0.77159 -4.51073 -1.84253  -0.049
C: 1.72493 -3.81213 -0.86676  -0.385
C: 2.98755 -4.64551 -0.66821  -0.063
C: 1.00675 -3.54548 0.42404  -0.289
C: 0.71395 -4.43551 1.46454  0.050
C: -0.13513 -3.74368 2.31042  -0.189
C: -0.74003 -4.21390 3.60154  -0.358
C: 0.27966 -4.08880 4.73630  -0.044
C: -1.25593 -5.64645 3.47828  -0.056
N: -0.30874 -2.50699 1.79434  0.066
N: 0.40466 -2.38071 0.64011  0.074
B: -1.31966 -1.40617 2.20706  -0.469
N: -2.14899 -0.98182 0.96305  0.072
N: -1.53462 -0.52725 -0.17020  0.024
C: -2.44809 -0.51192 -1.13838  -0.249
C: -3.67807 -0.93002 -0.62840  0.050
C: -3.44852 -1.22472 0.70419  -0.186
C: -4.44943 -1.71853 1.70808  -0.364
C: -5.59914 -0.71891 1.84780  -0.056
C: -4.96419 -3.10355 1.31162  -0.048
C: -2.09232 -0.21496 -2.56443  -0.368
C: -3.32095 0.22188 -3.35496  -0.060
C: -1.46342 -1.45477 -3.20785  -0.047
N: -0.60959 -0.16279 2.78395  0.063
N: 0.10887 0.62420 1.94889  0.022
C: 0.52868 1.67943 2.64404  -0.263
C: 0.08122 1.56475 3.96487  0.052
C: -0.63856 0.38036 4.01457  -0.190
C: -1.40759 -0.21560 5.15774  -0.358
C: -2.81274 0.39143 5.20862  -0.039
C: -0.67615 -0.02614 6.48383  -0.054
C: 1.35462 2.76611 2.02127  -0.380
C: 2.76608 2.79614 2.60978  -0.044
C: 0.66351 4.12075 2.18214  -0.069
H: 1.22322 -4.59567 -2.83293  0.082
H: -0.16670 -3.96332 -1.93352  0.067
H: 0.53939 -5.51753 -1.48943  0.087
H: 1.99724 -2.84063 -1.29410  0.106
H: 2.74200 -5.62459 -0.25220  0.083
H: 3.69020 -4.16168 0.01280  0.045
H: 3.49293 -4.81212 -1.62104  0.084
H: 1.04408 -5.45508 1.57241  0.116
H: -1.58389 -3.56522 3.83809  0.110
H: 1.16029 -4.70144 4.53089  0.085
H: -0.15537 -4.42038 5.68105  0.084
H: 0.61248 -3.05558 4.85109  0.063
H: -0.43674 -6.34173 3.28436  0.079
H: -1.97686 -5.74176 2.66569  0.082
H: -1.73878 -5.95607 4.40598  0.082
H: -2.05719 -1.83883 3.02970  0.103
H: -4.61340 -1.01561 -1.15441  0.116
H: -3.95583 -1.80352 2.67481  0.105
H: -6.14811 -0.62349 0.90895  0.079
H: -5.23225 0.27056 2.12430  0.081
H: -6.30065 -1.05257 2.61375  0.082
H: -5.48599 -3.06328 0.35351  0.082
H: -5.66301 -3.47989 2.06005  0.082
H: -4.14376 -3.81671 1.21638  0.080
H: -1.35527 0.59383 -2.56519  0.079
H: -4.06755 -0.57416 -3.38090  0.085
H: -3.04875 0.43715 -4.38816  0.050
H: -3.78777 1.11065 -2.92590  0.080
H: -2.18286 -2.27676 -3.22541  0.093
H: -0.58374 -1.78170 -2.65656  0.052
H: -1.16570 -1.24580 -4.23895  0.083
H: 0.24817 2.25725 4.77282  0.119
H: -1.50862 -1.28617 4.97217  0.114
H: -2.75862 1.46624 5.39210  0.089
H: -3.39899 -0.06275 6.00894  0.085
H: -3.34074 0.23795 4.26533  0.071
H: -0.55530 1.03280 6.72007  0.081
H: 0.31276 -0.48572 6.46124  0.064
H: -1.24336 -0.48287 7.29540  0.085
H: 1.43499 2.53962 0.95359  0.078
H: 2.73492 2.83633 3.70110  0.087
H: 3.30667 3.67620 2.25710  0.084
H: 3.32563 1.90990 2.31251  0.050
H: 0.58392 4.39056 3.23762  0.082
H: -0.34091 4.10348 1.75822  0.059
H: 1.23667 4.90134 1.67942  0.081
N: 2.93559 2.05832 -4.29106  0.044
C: 2.06206 0.92993 -3.99458  -0.117
C: 1.93953 0.75914 -2.48836  -0.514
O: 1.17289 -0.05360 -1.98941  -0.026
O: 2.71404 1.53690 -1.78412  0.123
H: 2.43727 2.87523 -4.62511  0.057
H: 3.65450 1.83277 -4.96287  0.100
H: 3.19376 2.08614 -2.45947  0.117
H: 2.46426 -0.00378 -4.39031  0.142
H: 1.04994 1.02890 -4.39334  0.123
O: 2.49585 -0.10736 0.61526  -0.550
S: 3.40203 -1.32608 0.67906  1.081
C: 3.49770 -1.78680 2.39842  -0.364
C: 4.26580 -2.89298 2.73819  -0.069
C: 4.38145 -3.24267 4.07255  -0.059
C: 3.73267 -2.49126 5.04669  -0.066
C: 2.95465 -1.40220 4.68650  -0.061
C: 2.82128 -1.04633 3.35002  -0.052
C: 5.04238 -0.68417 0.44443  -0.359
C: 5.66543 0.12900 1.38353  -0.051
C: 6.91667 0.64489 1.09671  -0.052
C: 7.53742 0.34095 -0.11098  -0.061
C: 6.91337 -0.48024 -1.03733  -0.066
C: 5.65437 -0.99652 -0.76095  -0.078
H: 4.77866 -3.46644 1.97433  0.111
H: 4.97933 -4.09906 4.35405  0.112
H: 3.82966 -2.76433 6.08929  0.112
H: 2.44540 -0.81847 5.44237  0.101
H: 2.20930 -0.20809 3.05125  0.088
H: 5.18131 0.34412 2.32755  0.114
H: 7.41635 1.27808 1.81748  0.114
H: 8.51937 0.74228 -0.32412  0.111
H: 7.40710 -0.72542 -1.96796  0.110
H: 5.15341 -1.64811 -1.46773  0.110
C: -4.60725 4.43122 -4.40613  -0.091
C: -4.02620 5.43767 -3.42103  -0.231
C: -2.51414 5.34344 -3.30189  -0.170
N: -2.14606 4.05707 -2.68886  0.023
C: -0.89773 3.68428 -2.37575  -0.800
S: -0.51345 2.82253 -1.00808  0.797
N: 0.15300 4.04793 -3.21052  0.112
C: 0.32201 4.29731 -4.57519  -0.417
O: 1.37874 4.78271 -4.92288  0.087
C: -0.69410 3.86113 -5.57127  -0.170
C: -0.79399 4.61022 -6.74204  -0.014
C: -1.66524 4.21584 -7.74209  -0.055
C: -2.41172 3.05419 -7.58970  -0.063
C: -2.29141 2.29238 -6.43643  -0.068
C: -1.44178 2.69847 -5.41834  -0.037
H: -5.69356 4.50319 -4.44531  0.077
H: -4.34952 3.40655 -4.13090  0.056
H: -4.21937 4.60529 -5.41192  0.073
H: -4.47601 5.31148 -2.43083  0.113
H: -4.27055 6.45447 -3.73311  0.115
H: -2.11845 6.15708 -2.68779  0.131
H: -2.07461 5.41946 -4.29387  0.103
H: -2.80765 3.72427 -1.99945  0.123
H: 1.03453 4.09502 -2.71754  0.129
H: -0.18144 5.49513 -6.85280  0.126
H: -1.75353 4.80441 -8.64523  0.112
H: -3.08445 2.73814 -8.37612  0.112
H: -2.86734 1.38285 -6.33129  0.099
H: -1.35550 2.10525 -4.51673  0.093



Record 4
DFT (ωB97M-V/def2-TZVPD) results for 2 unconnected molecules or ions with the total composition H3N3O2S.

Calculated values
Total charge: 0
Lowest unoccupied orbital energy (spin up / spin down): -1.018 / -2.257 eV
E_HOMO (spin up / spin down): -9.914 / -10.114 eV
Relative energy (zero: lowest compared OMol25 entry of this formula, charge and spin): 4.573 eV
Multiplicity: 1
Orbital gap (spin up / spin down): 8.8962 / 7.8572 eV

Each line ends with the natural charge from an NBO analysis.
Atoms and positions in Å:
N: 0.07396 1.06973 1.38678  -0.608
N: 0.34174 0.00967 -0.46724  -0.417
N: -0.88632 -0.19848 -0.89896  0.597
O: -1.65429 0.67333 -0.72144  -0.363
O: -1.14894 -1.25777 -1.42809  -0.418
S: 1.50128 -1.08867 -0.50864  0.409
H: -0.22447 2.02860 1.08214  0.359
H: 1.14339 0.88934 1.54088  0.345
H: 0.85365 -2.12575 0.01456  0.096



Record 5
DFT (ωB97M-V/def2-TZVPD) results for a single C4H12N2S molecule.

Calculated values
Total charge: 0
Lowest unoccupied orbital energy: 0.929 eV
E_HOMO: -8.335 eV
Relative energy (zero: lowest compared OMol25 entry of this formula, charge and spin): 0.672 eV
Multiplicity: 1
Orbital gap: 9.2641 eV
SMILES: NCCNCCS

Each line ends with the natural charge from an NBO analysis.
Atoms and positions in Å:
C: 1.06385 -0.68791 -0.97246  -0.230
N: -0.15941 0.02293 -0.56874  -0.659
C: -0.08601 1.26370 0.12632  -0.213
C: -1.41986 2.01378 0.20851  -0.504
S: -2.72664 0.92171 0.89532  -0.043
C: 1.10834 -2.08341 -0.34071  -0.218
N: 1.18553 -2.07771 1.09563  -0.855
H: 1.00415 -0.66348 -2.05386  0.188
H: 1.92681 -0.11099 -0.61117  0.179
H: -3.70315 1.75251 0.62653  0.113
H: 0.72454 1.93065 -0.26691  0.171
H: 0.15145 1.08296 1.17965  0.177
H: -1.25665 2.79474 0.93575  0.214
H: -1.73490 2.50115 -0.69813  0.209
H: 1.97640 -2.61345 -0.75183  0.188
H: 0.17003 -2.60770 -0.55465  0.190
H: 2.09531 -1.98016 1.52701  0.360
H: -0.83382 0.01103 -1.31773  0.367
H: 0.51404 -1.47035 1.54147  0.366



Record 6
DFT (ωB97M-V/def2-TZVPD) results for a single C7H14S molecule.

Calculated values
Total charge: 0
Lowest unoccupied orbital energy: 0.655 eV
E_HOMO: -6.839 eV
Relative energy (zero: lowest compared OMol25 entry of this formula, charge and spin): 6.955 eV
Multiplicity: 1
Orbital gap: 7.4940 eV
SMILES: CC[S@@H]1=CC[C@H](C)C=1

Each line ends with the natural charge from an NBO analysis.
Atoms and positions in Å:
C: 0.01542 0.98041 0.21380  -0.762
C: 1.11884 -1.28812 0.93881  -0.508
C: 1.43100 1.06904 0.66532  -0.417
C: 2.02770 -0.32736 0.30605  -0.308
C: 2.49228 -0.53101 -1.19930  -0.633
C: -3.09957 0.60746 0.12040  -0.628
C: -2.22783 -0.46045 -0.47710  -0.559
S: -0.60549 -0.48062 0.43045  0.976
H: -0.55096 1.77342 -0.41758  0.250
H: 1.28263 -2.30041 0.61766  0.178
H: 2.10113 1.85127 0.38411  0.226
H: 1.26228 1.09539 1.76560  0.210
H: 2.97996 -0.37658 0.93914  0.247
H: 1.57894 -0.30358 -1.68415  0.203
H: 2.90259 -1.54597 -1.48991  0.213
H: 3.23576 0.19622 -1.61560  0.204
H: -4.10162 0.24877 0.16793  0.216
H: -2.72512 0.84562 1.10498  0.221
H: -3.11904 1.51568 -0.47151  0.221
H: -1.97009 -0.35465 -1.58787  0.234
H: -2.80922 -1.40156 -0.39087  0.234
H: -1.21959 -0.81298 1.67965  -0.020



Record 7
DFT (ωB97M-V/def2-TZVPD) results for a single C17H14Cl2N2OS molecule.

Calculated values
Total charge: 0
Lowest unoccupied orbital energy: 0.163 eV
E_HOMO: -8.166 eV
Relative energy (zero: lowest compared OMol25 entry of this formula, charge and spin): 0.000 eV
Multiplicity: 1
Orbital gap: 8.3284 eV
SMILES: C[C@H]1Cc2ccccc2N1C(=S)NC(=O)c1ccc(Cl)cc1Cl

Each line ends with the natural charge from an NBO analysis.
Atoms and positions in Å:
C: -1.60492 -1.81263 1.58925  -0.622
H: -1.80226 -0.95043 2.22253  0.219
H: -2.20427 -2.65005 1.93732  0.217
H: -0.55448 -2.07402 1.68777  0.225
C: -1.96460 -1.47951 0.14234  -0.029
N: -1.15088 -0.35231 -0.34158  -0.419
C: 0.11669 -0.46956 -0.78232  0.301
S: 0.94174 0.71799 -1.57823  -0.165
N: 0.70275 -1.71813 -0.61939  -0.655
C: 2.03645 -2.04856 -0.56072  0.695
O: 2.36633 -3.20953 -0.63361  -0.557
C: 3.01832 -0.94727 -0.35243  -0.165
C: 4.08829 -0.82974 -1.23381  -0.130
C: 5.05726 0.13737 -1.05366  -0.233
C: 4.97320 0.98345 0.04173  -0.040
C: 3.94134 0.86193 0.96018  -0.204
C: 2.97405 -0.10526 0.75707  -0.004
Cl: 1.71183 -0.25747 1.92205  0.017
H: 3.89068 1.51223 1.81891  0.235
Cl: 6.17096 2.19568 0.28348  0.023
H: 5.87188 0.23521 -1.75286  0.233
H: 4.13782 -1.49979 -2.07775  0.232
H: 0.10401 -2.53724 -0.62009  0.414
C: -1.91677 0.82282 -0.27789  0.125
C: -1.51820 2.14629 -0.35039  -0.213
C: -2.48722 3.13057 -0.21759  -0.203
C: -3.81848 2.81207 -0.01487  -0.210
C: -4.21248 1.48354 0.07593  -0.227
C: -3.25688 0.50098 -0.04902  0.029
C: -3.41617 -0.98572 0.02546  -0.429
H: -4.01602 -1.29766 0.87962  0.224
H: -3.89546 -1.36307 -0.88144  0.224
H: -5.24602 1.22238 0.24656  0.214
H: -4.55310 3.59685 0.08098  0.214
H: -2.18767 4.16595 -0.27263  0.217
H: -0.48863 2.41704 -0.50275  0.252
H: -1.80910 -2.35440 -0.49811  0.195



Record 8
DFT (ωB97M-V/def2-TZVPD) results for a single C6H7N molecule.

Calculated values
Total charge: 0
Lowest unoccupied orbital energy: 0.931 eV
E_HOMO: -9.833 eV
Relative energy (zero: lowest compared OMol25 entry of this formula, charge and spin): 0.951 eV
Multiplicity: 1
Orbital gap: 10.7638 eV
SMILES: N#CC1CC=CC1

Each line ends with the natural charge from an NBO analysis.
Atoms and positions in Å:
N: 3.28148 0.38127 0.06055  -0.325
C: 2.17486 0.05503 0.14678  0.292
C: 0.77179 -0.35607 0.23852  -0.316
C: 0.04137 -0.39526 -1.11721  -0.420
C: -1.40223 -0.40072 -0.66325  -0.190
C: -1.50225 0.17461 0.53461  -0.190
C: -0.13557 0.62474 1.00536  -0.421
H: 0.72805 -1.34589 0.71154  0.246
H: 0.24903 0.56480 -1.61546  0.215
H: 0.34868 -1.20305 -1.78415  0.226
H: -2.22203 -0.75684 -1.27871  0.220
H: -2.41905 0.37475 1.07966  0.220
H: 0.06294 1.62796 0.59663  0.215
H: 0.02293 0.65465 2.08513  0.226



no.,strongest force on any atom (hartree/bohr),calculated total energy (eV)
1,0.0384,-81410.14595
2,0.1104,-16722.36477
3,0.0085,-127513.53078
4,0.0759,-19441.56250
5,0.0260,-18157.34646
6,0.0876,-18314.37391
7,0.0220,-58765.08324
8,0.0212,-7824.69650